--- i ---
{
  "formula": "C2H4S2",
  "method": "ωB97M-V with the def2-TZVPD basis set",
  "lumo_ha": [-0.031, -0.029],
  "gap_ev": [7.5, 7.4],
  "elements": ["S", "S", "C", "C", "H", "H", "H", "H"],
  "coordinates": [[0.4672, -2.5656, 1.8102], [-0.0992, -0.8336, 2.6740], [-0.3673, -0.5827, -0.1098], [0.4637, -0.8410, 0.9972], [0.8254, 1.6564, -0.4224], [1.5342, -0.4715, 0.8559], [-1.5057, -0.3740, -0.2340], [0.0831, -0.3652, -1.0462]]
}

***

--- ii ---
{
  "formula": "C2H4S2",
  "method": "ωB97M-V with the def2-TZVPD basis set",
  "lumo_ha": -0.023,
  "gap_ev": 8.5,
  "smiles": "CC(=S)S",
  "elements": ["S", "S", "C", "C", "H", "H", "H", "H"],
  "coordinates": [[-1.3601, 1.6268, -0.0136], [-1.4718, -1.7966, 0.0417], [-0.7359, -0.4223, -0.1425], [0.6712, -0.4685, 0.0667], [1.1004, 0.4429, -0.1897], [1.1915, -1.2739, -0.4918], [-0.2756, 2.6471, -0.3290], [0.8804, -0.7556, 1.0582]]
}

***

--- iii ---
{
  "formula": "C2H4S2",
  "method": "ωB97M-V with the def2-TZVPD basis set",
  "lumo_ha": -0.011,
  "gap_ev": 8.6,
  "smiles": "CC(=S)S",
  "elements": ["S", "S", "C", "C", "H", "H", "H", "H"],
  "coordinates": [[2.1100, -1.2057, 0.5515], [-0.1097, 0.3708, 2.2080], [-0.1142, -0.1731, -0.7688], [0.7197, -0.4492, 0.3973], [-0.5751, 0.8033, -0.8726], [0.4352, -0.7939, 2.6780], [-0.9100, -0.7884, -0.5115], [0.1705, -0.3855, -1.6985]]
}

***

It comes down to iii, which is 73.9 kJ/mol more stable than the next structure.

***

--- i ---
{
  "formula": "C5H7ClN2O2S",
  "method": "ωB97M-V with the def2-TZVPD basis set",
  "lumo_ha": 0.008,
  "gap_ev": 9.7,
  "smiles": "NS(=O)(=O)[C@@H]1C=CN=C(Cl)C1",
  "elements": ["Cl", "S", "O", "O", "N", "N", "C", "C", "C", "C", "C", "H", "H", "H", "H", "H", "H", "H"],
  "coordinates": [[2.1857, 1.5528, -2.8612], [-0.8647, 0.8985, 1.1516], [-1.8486, 0.2558, 2.0037], [-1.0831, 2.2498, 0.7580], [0.6143, 0.5703, 1.7728], [1.7166, -0.6508, -1.4110], [-0.1916, -1.2855, -0.0909], [1.2604, 0.4584, -1.7654], [-0.1262, 0.9593, -1.4529], [-0.7948, -0.0043, -0.3771], [0.9761, -1.5741, -0.6513], [-0.5635, -2.0416, 0.5338], [0.7534, 0.1216, 2.6932], [0.0112, 1.9187, -1.0951], [1.4204, 1.0855, 1.6497], [-0.6574, 0.7956, -2.4623], [-1.7457, -0.2127, -0.6512], [1.6223, -2.3987, -0.6353]]
}

***

--- ii ---
{
  "formula": "C5H7ClN2O2S",
  "method": "ωB97M-V with the def2-TZVPD basis set",
  "lumo_ha": 0.004,
  "gap_ev": 8.7,
  "elements": ["Cl", "S", "O", "O", "N", "N", "C", "C", "C", "C", "C", "H", "H", "H", "H", "H", "H", "H"],
  "coordinates": [[2.4182, -0.0142, -0.4446], [-0.5036, -1.9103, -2.8412], [-0.1718, 0.8869, -0.5522], [-1.1524, -0.0236, 2.9013], [0.0661, -0.5540, -3.5468], [0.4814, -1.6782, -1.4366], [-0.2919, 1.0860, 2.8499], [-0.9393, 0.4271, 0.4679], [-0.3114, 0.0473, 1.7902], [0.8231, 0.1010, -2.7653], [0.9869, -0.4002, -1.3977], [-1.6733, -0.2616, -0.0267], [-0.8370, 1.8911, 2.5485], [0.5201, 1.1141, 3.7109], [0.6261, -0.7303, 1.7779], [0.5312, -2.1395, -0.5406], [-1.6665, 1.1766, 0.6939], [1.0940, 0.9819, -3.1890]]
}

***

It comes down to i, which is 294.9 kJ/mol more stable than the next structure.

***

--- i ---
{
  "formula": "C2H6O2",
  "method": "ωB97M-V with the def2-TZVPD basis set",
  "lumo_ha": 0.029,
  "gap_ev": 10.8,
  "smiles": "OCCO",
  "elements": ["O", "O", "C", "C", "H", "H", "H", "H", "H", "H"],
  "coordinates": [[-0.6046, -1.4705, -0.5964], [0.3551, 1.1714, -1.0014], [-0.3618, -0.6275, 0.4884], [0.7681, 0.4525, 0.1650], [-1.3501, -0.2607, 0.9389], [0.9092, 1.1525, 1.0196], [-0.0996, -1.3937, 1.2049], [-0.3489, 1.8313, -0.7203], [-1.0182, -0.8361, -1.3497], [1.7509, -0.0192, -0.1488]]
}

***

--- ii ---
{
  "formula": "C2H6O2",
  "method": "ωB97M-V with the def2-TZVPD basis set",
  "lumo_ha": 0.035,
  "gap_ev": 10.2,
  "smiles": "OCCO",
  "elements": ["O", "O", "C", "C", "H", "H", "H", "H", "H", "H"],
  "coordinates": [[-1.2112, 1.2162, -0.2602], [1.2027, 0.5031, -0.2563], [-0.8439, -0.1720, -0.0396], [0.7669, -0.7341, 0.2953], [-0.9995, 1.5432, -1.1542], [1.0104, 1.1285, 0.4485], [-1.0707, -0.7138, -0.9454], [1.2069, -0.8735, 1.3286], [-1.4015, -0.3678, 0.8560], [1.3398, -1.5299, -0.2725]]
}

***

--- iii ---
{
  "formula": "C2H6O2",
  "method": "ωB97M-V with the def2-TZVPD basis set",
  "lumo_ha": 0.028,
  "gap_ev": 10.9,
  "smiles": "OCCO",
  "elements": ["O", "O", "C", "C", "H", "H", "H", "H", "H", "H"],
  "coordinates": [[1.4447, 0.7009, -0.2591], [-1.5061, 0.6686, 0.2196], [-0.7765, -0.4292, -0.2611], [0.7078, -0.3783, 0.2642], [-0.9317, 1.3753, -0.1873], [1.1343, 1.5101, 0.1644], [-0.7512, -0.4563, -1.3579], [1.2123, -1.2856, -0.0717], [0.7250, -0.3758, 1.3620], [-1.2585, -1.3297, 0.1269]]
}

***

--- iv ---
{
  "formula": "C2H6O2",
  "method": "ωB97M-V with the def2-TZVPD basis set",
  "lumo_ha": 0.024,
  "gap_ev": 9.4,
  "smiles": "C=CO.O",
  "elements": ["O", "O", "C", "C", "H", "H", "H", "H", "H", "H"],
  "coordinates": [[-1.1391, -0.4164, -0.0513], [0.0088, 1.4364, 1.9215], [0.8974, -0.9132, -1.1648], [-0.4196, -0.7123, -1.2862], [-0.5137, -0.3422, 0.6312], [1.4105, -1.6030, -0.4020], [-0.2285, 1.3534, 2.8406], [-0.7103, 1.6216, 1.3267], [1.5591, -0.2189, -1.6514], [-0.8646, -0.2055, -2.1643]]
}

***

It comes down to iii, which is 42.1 kJ/mol more stable than the next structure.

***

--- i ---
{
  "formula": "C2H6O2",
  "method": "ωB97M-V with the def2-TZVPD basis set",
  "lumo_ha": 0.028,
  "gap_ev": 10.7,
  "smiles": "OCCO",
  "elements": ["O", "O", "C", "C", "H", "H", "H", "H", "H", "H"],
  "coordinates": [[0.9734, 0.9656, -0.4388], [-0.4461, -0.9639, -1.3480], [-0.4657, -0.8725, 0.0522], [0.0708, 0.4850, 0.5444], [1.1462, 1.8963, -0.2626], [0.1120, -1.6880, 0.5133], [-1.5064, -0.9847, 0.3778], [-0.7530, 1.1948, 0.6945], [0.5913, 0.3542, 1.5030], [0.2775, -0.3867, -1.6358]]
}

***

--- ii ---
{
  "formula": "C2H6O2",
  "method": "ωB97M-V with the def2-TZVPD basis set",
  "lumo_ha": 0.032,
  "gap_ev": 11.4,
  "smiles": "COCO",
  "elements": ["O", "O", "C", "C", "H", "H", "H", "H", "H", "H"],
  "coordinates": [[0.6055, -0.6159, -0.3424], [-1.5045, 0.4410, -0.2003], [1.4567, 0.4670, 0.0731], [-0.6290, -0.5393, 0.3271], [-1.3239, 1.3219, 0.0428], [-1.1081, -1.2494, 0.0692], [2.5792, 0.1641, -0.3919], [-0.5901, -0.1753, 1.2543], [1.6738, 0.3700, 1.1299], [0.9945, 1.4016, -0.1645]]
}

***

It comes down to i, which is 206.9 kJ/mol more stable than the next structure.